Entry 1:
{
  "formula": "Cl3P",
  "method": "ωB97M-V/def2-TZVPD",
  "elements": ["P", "Cl", "Cl", "Cl"],
  "coordinates": [[-1.26, 0.72, -0.31], [0.64, 0.27, 0.21], [3.06, -0.25, -0.06], [-2.44, -0.75, 0.16]],
  "lowdin_spin": [0.76, 0.24, 0.81, 0.19],
  "gap_ha": [0.3382, 0.2699],
  "homo_ev": [-8.6, -10.9],
  "spin_multiplicity": 3,
  "charge": 0,
  "fmax_ev_per_a": 2.4
}

***

Entry 2:
{
  "formula": "Cl3PS",
  "method": "ωB97M-V/def2-TZVPD",
  "elements": ["P", "S", "Cl", "Cl", "Cl"],
  "coordinates": [[0.38, 0.09, 0.16], [1.69, 1.27, 0.98], [0.47, -1.90, 0.21], [-2.69, 0.12, 0.33], [0.16, 0.42, -1.68]],
  "lowdin_charge": [-0.53, 0.25, 0.28, -0.31, 0.31],
  "gap_ha": [0.2374, 0.2373],
  "e_above_lowest_kj_mol": 127.2,
  "homo_ev": [-10.0, -10.0],
  "charge": 0,
  "fmax_ev_per_a": 2.6
}

***

Entry 3:
{
  "formula": "Cl4H2Si2",
  "method": "ωB97M-V/def2-TZVPD",
  "elements": ["Si", "Si", "Cl", "Cl", "Cl", "Cl", "H", "H"],
  "coordinates": [[0.89, 0.32, 1.03], [-0.61, 0.01, -0.81], [-0.89, -2.32, 0.92], [0.53, 1.32, 2.66], [-0.43, 1.91, -1.58], [0.34, -1.14, -2.10], [2.27, 0.24, 0.90], [-2.10, -0.32, -1.01]],
  "lowdin_charge": [0.23, -0.62, -0.31, 0.36, 0.19, 0.28, -0.10, -0.04],
  "gap_ha": 0.2789,
  "e_above_lowest_kj_mol": 267.1,
  "homo_ev": -9.7,
  "charge": 0,
  "fmax_ev_per_a": 3.7
}